[1]
Entry from the OMol25 dataset: 3 unconnected molecules or ions with the total composition C24H33F7O10S in a non-equilibrium geometry (ωB97M-V/def2-TZVPD).

**HOMO-LUMO gap**: 0.3768 Eh
**HOMO**: -9.78 eV
**LUMO level**: 0.017 Eh
**SMILES**: C#CCCC[C@H]1C[C@@H](CCCC(F)(F)C(F)(F)F)OS(=O)(=O)[C@H]1CCOCC.O=C1OC[C@@H](F)O1.O=C1OC[C@@H](F)O1

ORCA input file:
```
! RIJCOSX wB97M-V def2-TZVPD def2/J DEFGRID3
* xyz 0 1
C 1.785 2.234 3.122
C 1.551 3.019 2.215
C 1.307 3.896 1.079
C 1.532 3.089 -0.223
C 0.276 2.941 -1.115
C -0.413 1.570 -1.021
C -1.954 1.803 -1.069
C -2.686 0.740 -1.869
C -4.195 0.862 -1.695
C -4.604 0.176 -0.389
C -5.976 0.654 0.123
C -5.797 1.738 1.159
F -5.219 2.813 0.605
F -5.011 1.332 2.155
C -7.144 2.118 1.814
F -8.126 2.137 0.950
F -7.426 1.201 2.726
F -7.072 3.259 2.450
O -2.441 0.903 -3.282
S -0.884 0.984 -3.653
O -0.606 2.319 -4.076
O -0.534 0.021 -4.637
C -0.005 0.580 -2.128
C 1.487 0.454 -2.402
C 2.067 -0.926 -2.029
O 1.484 -1.539 -0.900
C 1.764 -0.854 0.325
C 2.380 -1.881 1.292
H 1.987 1.348 3.651
H 2.069 4.668 1.138
H 0.323 4.347 1.131
H 1.981 2.128 -0.016
H 2.277 3.620 -0.812
H 0.526 3.216 -2.133
H -0.426 3.703 -0.786
H -0.179 1.133 -0.056
H -2.371 1.899 -0.074
H -2.106 2.729 -1.620
H -2.407 -0.256 -1.517
H -4.701 0.393 -2.533
H -4.436 1.921 -1.653
H -4.683 -0.893 -0.563
H -3.850 0.334 0.376
H -6.545 1.064 -0.705
H -6.509 -0.159 0.600
H -0.380 -0.405 -1.857
H 2.087 1.231 -1.945
H 1.631 0.566 -3.476
H 3.127 -0.767 -1.804
H 2.054 -1.584 -2.890
H 2.386 0.024 0.191
H 0.800 -0.601 0.761
H 3.445 -1.733 1.447
H 1.873 -1.848 2.251
H 2.203 -2.876 0.901
O 0.778 -4.422 3.313
C 0.026 -4.628 2.425
O -0.192 -5.850 1.879
C -1.256 -5.715 0.934
C -1.192 -4.245 0.600
F -2.421 -3.743 0.314
O -0.730 -3.668 1.811
H -2.202 -5.985 1.406
H -1.093 -6.354 0.071
H -0.502 -3.992 -0.208
O 5.518 0.798 0.175
C 6.296 -0.005 0.562
O 7.317 0.264 1.412
C 7.936 -0.979 1.752
C 7.550 -1.848 0.582
F 7.400 -3.144 0.951
O 6.285 -1.326 0.205
H 7.523 -1.350 2.691
H 9.012 -0.862 1.857
H 8.232 -1.791 -0.267
*
```

---

[2]
Entry from the OMol25 dataset: a molecular structure, C29H40Ge2N2O3SSr in a non-equilibrium geometry (ωB97M-V/def2-TZVPD).

**HOMO-LUMO gap (alpha / beta)**: 0.3054 / 0.2389 Eh
**HOMO (alpha / beta)**: -10.45 / -11.05 eV
**Energy above the lowest of the compared OMol25 structures with the same formula, charge and spin**: 4.869 eV
**LUMO level (alpha / beta)**: -0.079 / -0.167 Eh
**Expectation value of S²**: 0.76

ORCA input file:
```
! RIJCOSX wB97M-V def2-TZVPD def2/J DEFGRID3
* xyz 1 2
Sr 0.323 0.239 0.047
C 2.003 -1.760 4.015
N 0.710 -1.731 3.309
C -0.397 -1.305 4.184
C 0.815 -0.907 2.136
O 1.118 0.329 2.209
C 1.679 -1.782 1.088
O 1.592 -1.563 -0.344
C 0.279 -2.035 -0.713
C -0.980 -1.834 0.371
O -0.827 -0.991 1.452
N -2.082 -1.201 -0.442
C -2.403 -2.166 -1.533
C -3.264 -1.030 0.431
H 2.470 -0.774 4.091
H 2.705 -2.452 3.551
H 1.834 -2.132 5.023
H -0.276 -1.793 5.150
H -1.346 -1.618 3.767
H -0.411 -0.224 4.346
H 1.383 -2.802 1.306
H 2.700 -1.591 1.403
H 0.358 -3.111 -0.800
H -0.009 -1.608 -1.690
H -2.073 -1.787 -2.503
H -3.482 -2.297 -1.611
H -1.981 -3.155 -1.373
H -3.600 -1.974 0.863
H -4.064 -0.631 -0.193
H -3.055 -0.310 1.212
C 1.282 4.001 -4.105
Ge 1.819 4.492 -2.308
C 3.759 4.517 -2.217
C 1.059 6.171 -1.691
Ge 0.924 2.703 -0.845
C -0.992 2.567 -1.320
C -1.889 3.581 -0.968
C -3.166 3.620 -1.508
C -3.583 2.641 -2.404
C -2.709 1.631 -2.770
C -1.424 1.610 -2.237
C 0.858 3.395 0.986
C 2.011 4.045 1.438
C 2.013 4.725 2.644
C 0.864 4.741 3.429
C -0.274 4.071 3.008
C -0.276 3.398 1.790
H 1.926 4.549 -4.797
H 0.243 4.264 -4.310
H 1.395 2.941 -4.329
H 4.149 4.580 -3.235
H 4.220 3.647 -1.754
H 4.097 5.396 -1.665
H 1.572 6.955 -2.253
H 1.237 6.346 -0.631
H -0.008 6.250 -1.892
H -1.595 4.362 -0.279
H -3.838 4.419 -1.225
H -4.582 2.677 -2.818
H -3.014 0.871 -3.479
H -0.774 0.817 -2.610
H 2.922 4.031 0.848
H 2.908 5.234 2.977
H 0.863 5.269 4.373
H -1.165 4.070 3.622
H -1.194 2.889 1.515
S -1.425 -3.515 1.128
C -0.862 -4.952 0.222
C 0.479 -5.330 0.078
C 0.805 -6.483 -0.615
C -0.197 -7.296 -1.133
C -1.525 -6.959 -0.943
C -1.858 -5.782 -0.281
H 1.256 -4.744 0.541
H 1.841 -6.767 -0.743
H 0.062 -8.198 -1.671
H -2.307 -7.606 -1.320
H -2.897 -5.506 -0.151
*
```

---

[3]
Entry from the OMol25 dataset: a molecular structure, C26H39CrN3O8Sb in a non-equilibrium geometry (ωB97M-V/def2-TZVPD).

**HOMO-LUMO gap (alpha / beta)**: 0.1197 / 0.1280 Eh
**HOMO (alpha / beta)**: -11.77 / -11.61 eV
**Energy above the lowest of the compared OMol25 structures with the same formula, charge and spin**: 1.163 eV
**LUMO level (alpha / beta)**: -0.313 / -0.299 Eh
**Expectation value of S²**: 1.20

ORCA input file:
```
! RIJCOSX wB97M-V def2-TZVPD def2/J DEFGRID3
* xyz 2 2
Cr 0.132 0.599 1.034
O -0.035 4.483 1.980
C -0.109 3.303 1.422
O 0.844 2.505 1.384
C -1.298 2.950 0.652
C -2.230 3.806 0.087
C -3.000 3.336 -0.980
C -2.697 2.116 -1.563
C -1.723 1.306 -0.960
N -1.169 1.669 0.228
C -0.916 0.250 -1.508
O -1.250 -0.438 -2.605
O 0.185 0.010 -0.959
H 0.847 4.669 2.350
H -2.316 4.827 0.424
H -3.761 3.969 -1.407
H -3.178 1.834 -2.490
H -2.119 -0.174 -2.940
O -0.882 -1.111 1.037
C -1.541 -1.597 1.983
C -1.607 -1.120 3.313
C -2.275 -1.890 4.284
C -2.318 -1.469 5.589
C -1.746 -0.250 5.982
C -1.105 0.528 5.058
C -0.979 0.119 3.703
O -0.332 0.850 2.872
N -2.956 -2.317 6.583
O -2.972 -1.914 7.717
O -3.404 -3.367 6.189
H -2.123 -2.505 1.776
H -2.738 -2.831 4.019
H -1.824 0.049 7.018
H -0.664 1.467 5.350
N 2.048 -0.245 1.802
H 2.584 0.594 2.022
H 2.630 -0.800 1.178
H 1.966 -0.756 2.678
C 0.762 -1.587 -5.126
C 0.364 -2.884 -4.458
C 1.106 -4.065 -5.031
C -1.131 -3.113 -4.486
Sb 0.946 -2.630 -2.183
C 3.272 -2.285 -2.032
C 3.748 -2.788 -0.685
C 3.444 -0.784 -2.175
C 3.950 -3.040 -3.151
C 0.181 -4.507 -0.973
C 0.892 -4.522 0.362
C -1.304 -4.262 -0.804
C 0.474 -5.753 -1.769
H 0.433 -1.603 -6.166
H 1.843 -1.462 -5.134
H 0.303 -0.729 -4.638
H 0.756 -4.216 -6.054
H 0.904 -4.983 -4.487
H 2.177 -3.899 -5.078
H -1.465 -3.117 -5.524
H -1.666 -2.325 -3.958
H -1.396 -4.081 -4.059
H 3.099 -2.461 0.126
H 4.752 -2.408 -0.494
H 3.804 -3.874 -0.676
H 2.925 -0.244 -1.382
H 3.070 -0.427 -3.135
H 4.504 -0.528 -2.130
H 3.724 -4.105 -3.119
H 5.032 -2.938 -3.051
H 3.681 -2.642 -4.126
H 0.813 -3.560 0.869
H 1.938 -4.797 0.257
H 0.421 -5.272 0.998
H -1.482 -3.303 -0.322
H -1.732 -5.043 -0.177
H -1.834 -4.283 -1.755
H 1.530 -5.852 -2.011
H -0.108 -5.790 -2.685
H 0.196 -6.624 -1.174
*
```

---

[4]
Entry from the OMol25 dataset: C13H13N5O3S2 in the gas phase in a non-equilibrium geometry (ωB97M-V/def2-TZVPD).

**HOMO-LUMO gap**: 0.3170 Eh
**HOMO**: -8.54 eV
**Energy above the lowest of the compared OMol25 structures with the same formula, charge and spin**: 0.000 eV
**LUMO level**: 0.003 Eh
**SMILES**: CCOC(=O)c1sc(NC(=O)CSc2ncn[nH]2)c(C#N)c1C

ORCA input file:
```
! RIJCOSX wB97M-V def2-TZVPD def2/J DEFGRID3
* xyz 0 1
C 3.203 4.413 2.212
C 3.777 3.003 2.198
O 2.886 2.085 1.570
C 1.904 1.570 2.328
O 1.752 1.811 3.503
C 1.067 0.677 1.539
S 1.416 0.457 -0.155
C 0.093 -0.632 -0.285
N -0.224 -1.241 -1.470
C 0.473 -0.975 -2.603
O 1.415 -0.212 -2.633
C -0.019 -1.740 -3.818
S -1.598 -1.095 -4.479
C -2.735 -1.868 -3.421
N -2.477 -2.471 -2.273
C -3.692 -2.891 -1.849
N -4.665 -2.585 -2.662
N -4.059 -1.936 -3.669
C -0.580 -0.808 0.915
C -1.695 -1.647 1.043
N -2.610 -2.336 1.137
C -0.015 -0.048 1.974
C -0.541 -0.051 3.365
H 2.298 4.438 2.816
H 3.929 5.098 2.638
H 2.963 4.730 1.200
H 4.694 2.957 1.608
H 3.971 2.663 3.221
H -1.064 -1.852 -1.528
H -0.168 -2.794 -3.589
H 0.696 -1.617 -4.631
H -3.823 -3.407 -0.921
H -4.581 -1.571 -4.449
H 0.241 -0.355 4.059
H -0.841 0.955 3.653
H -1.390 -0.725 3.453
*
```

---

[5]
Entry from the OMol25 dataset: C3H9N3O in the gas phase in a non-equilibrium geometry (ωB97M-V/def2-TZVPD).

**HOMO-LUMO gap**: 0.3511 Eh
**HOMO**: -8.92 eV
**Energy above the lowest of the compared OMol25 structures with the same formula, charge and spin**: 2.767 eV
**LUMO level**: 0.023 Eh
**SMILES**: NCNC(=O)CN

ORCA input file:
```
! RIJCOSX wB97M-V def2-TZVPD def2/J DEFGRID3
* xyz 0 1
N -2.239 -1.472 0.563
C -1.603 -0.282 0.753
N -0.319 -0.229 0.026
C 0.029 0.926 -0.543
O -0.674 1.960 -0.791
C 1.604 1.182 -0.637
N 2.288 -0.084 -0.575
H -2.752 -1.608 -0.405
H -1.851 -2.361 0.706
H -1.352 -0.109 1.791
H -2.054 0.732 0.494
H 0.176 -1.157 0.253
H 2.068 1.807 0.286
H 1.751 1.761 -1.443
H 1.782 -1.009 -0.515
H 3.145 -0.056 0.037
*
```

---

[6]
Entry from the OMol25 dataset: BrH3NOP in the gas phase in a non-equilibrium geometry (ωB97M-V/def2-TZVPD).

**HOMO-LUMO gap**: 0.3929 Eh
**HOMO**: -9.87 eV
**Energy above the lowest of the compared OMol25 structures with the same formula, charge and spin**: 0.652 eV
**LUMO level**: 0.030 Eh
**SMILES**: NP(O)Br

ORCA input file:
```
! RIJCOSX wB97M-V def2-TZVPD def2/J DEFGRID3
* xyz 0 1
N -0.749 -0.581 0.654
P 0.123 -0.502 -0.722
O 0.058 1.364 -0.950
Br 2.095 -0.452 0.200
H -0.325 0.112 1.358
H -0.679 -1.588 1.082
H -0.523 1.648 -1.624
*
```